Arrangement w

{"formula": "C20H30N2O5", "method": "ωB97M-V with the def2-TZVPD basis set", "homo_ev": -8.54, "smiles": "CCCCOc1ccc(C(=O)NCCC(=O)NCCCC(=O)OCC)cc1", "total_charge": 0, "molar_mass_g_mol": 378.47, "symbols": ["C", "C", "C", "C", "O", "C", "C", "C", "C", "C", "C", "H", "H", "C", "O", "N", "H", "C", "H", "H", "C", "C", "O", "N", "H", "C", "H", "C", "H", "C", "C", "O", "O", "C", "C", "H", "H", "H", "H", "H", "H", "H", "H", "H", "H", "H", "H", "H", "H", "H", "H", "H", "H", "H", "H", "H", "H"], "positions_angstrom": [[-7.997, -0.608, 0.718], [-6.944, -1.606, 0.253], [-5.777, -1.694, 1.233], [-4.692, -2.651, 0.732], [-4.124, -2.243, -0.496], [-3.252, -1.203, -0.530], [-2.846, -0.806, -1.808], [-1.951, 0.226, -1.970], [-1.454, 0.910, -0.862], [-1.837, 0.502, 0.410], [-2.724, -0.546, 0.579], [-2.985, -0.846, 1.582], [-1.400, 0.966, 1.283], [-0.480, 2.013, -1.064], [0.414, 1.965, -1.892], [-0.695, 3.106, -0.287], [-1.371, 3.033, 0.457], [0.301, 4.145, -0.165], [-0.179, 5.126, -0.238], [0.979, 4.014, -1.012], [1.064, 4.023, 1.165], [1.446, 2.560, 1.361], [0.760, 1.801, 2.018], [2.570, 2.189, 0.726], [3.049, 2.853, 0.137], [2.989, 0.810, 0.608], [2.245, 0.214, 1.141], [3.073, 0.390, -0.860], [3.895, 0.926, -1.338], [3.319, -1.109, -0.999], [4.696, -1.508, -0.518], [5.626, -0.760, -0.363], [4.757, -2.828, -0.310], [6.005, -3.362, 0.135], [6.164, -3.223, 1.642], [5.330, -3.698, 2.154], [7.090, -3.696, 1.957], [6.195, -2.171, 1.916], [6.818, -2.840, -0.381], [5.987, -4.412, -0.164], [2.575, -1.687, -0.450], [3.250, -1.399, -2.050], [2.145, 0.659, -1.365], [3.964, 0.682, 1.091], [1.942, 4.668, 1.156], [0.414, 4.315, 1.991], [-1.629, 0.525, -2.956], [-3.247, -1.337, -2.657], [-3.914, -2.790, 1.493], [-5.135, -3.626, 0.512], [-6.129, -2.049, 2.203], [-5.349, -0.698, 1.370], [-7.399, -2.593, 0.145], [-6.563, -1.307, -0.726], [-8.820, -0.564, 0.009], [-8.394, -0.897, 1.689], [-7.568, 0.388, 0.806]], "mulliken_charge": [-1.280, -0.307, -0.491, -0.810, -0.477, 0.715, -0.593, -0.678, 0.712, -0.740, -0.695, 0.384, 0.268, 0.551, -0.708, -0.183, 0.252, -0.727, 0.334, 0.382, -0.906, 0.720, -0.659, -0.068, 0.274, -0.901, 0.364, 0.071, 0.350, -0.808, 0.598, -0.583, -0.364, -0.224, -1.091, 0.292, 0.371, 0.304, 0.302, 0.302, 0.320, 0.351, 0.048, 0.293, 0.361, 0.362, 0.449, 0.434, 0.358, 0.421, 0.460, 0.335, 0.277, 0.265, 0.377, 0.316, 0.321]}

Arrangement x

{"formula": "C20H30N2O5", "method": "ωB97M-V with the def2-TZVPD basis set", "homo_ev": -8.52, "smiles": "CCOC(=O)CCCNC(=O)CCNC(=O)c1ccc(OCC(C)C)cc1", "total_charge": 0, "molar_mass_g_mol": 378.47, "symbols": ["C", "C", "H", "H", "O", "C", "O", "C", "H", "H", "C", "H", "H", "C", "N", "C", "O", "C", "H", "H", "C", "N", "C", "O", "C", "C", "C", "C", "C", "C", "H", "H", "O", "C", "C", "C", "H", "H", "H", "C", "H", "H", "H", "H", "H", "H", "H", "H", "H", "H", "H", "H", "H", "H", "H", "H", "H"], "positions_angstrom": [[-3.159, 2.419, 3.718], [-2.861, 2.940, 2.281], [-3.617, 3.676, 1.964], [-2.806, 1.990, 1.567], [-1.608, 3.368, 2.139], [-1.045, 4.060, 1.248], [-1.631, 4.323, 0.315], [0.178, 4.520, 1.485], [0.814, 3.623, 1.752], [0.282, 5.263, 2.332], [0.834, 5.248, 0.493], [-0.014, 5.790, -0.095], [1.623, 5.971, 0.420], [1.436, 4.394, -0.677], [0.291, 3.583, -1.499], [0.181, 3.862, -2.691], [0.760, 4.703, -3.567], [-1.110, 3.186, -3.264], [-1.015, 2.664, -4.012], [-1.735, 3.996, -3.566], [-2.122, 2.305, -2.304], [-1.350, 0.981, -1.864], [-0.894, 0.701, -0.722], [-0.611, 1.457, 0.193], [-0.712, -0.774, -0.694], [-1.037, -1.672, -1.494], [-0.456, -3.012, -1.562], [0.469, -3.290, -0.392], [1.249, -2.323, 0.219], [0.682, -0.942, 0.078], [0.948, -0.194, 0.762], [1.838, -2.515, 0.825], [0.965, -4.566, -0.462], [2.067, -4.988, 0.213], [2.315, -6.497, 0.116], [3.517, -6.835, 1.106], [4.254, -6.355, 0.457], [3.713, -6.596, 2.074], [3.740, -7.957, 0.834], [1.154, -7.352, 0.850], [0.328, -6.810, 0.169], [1.446, -8.401, 0.662], [1.026, -7.191, 1.738], [2.480, -6.702, -1.017], [1.734, -4.862, 1.424], [2.917, -4.257, -0.010], [-0.891, -3.751, -2.035], [-1.796, -1.430, -2.286], [-1.597, 0.418, -2.734], [-2.990, 2.104, -2.626], [-2.243, 2.907, -1.292], [-0.229, 3.034, -0.828], [1.988, 3.825, -0.296], [2.054, 5.043, -1.588], [-2.404, 1.775, 4.043], [-3.105, 3.290, 4.522], [-4.244, 1.851, 3.581]], "mulliken_charge": [-1.180, -0.063, 0.312, 0.062, -0.292, 0.345, -0.578, 0.295, 0.196, 0.295, -0.717, 0.266, 0.448, -1.457, 0.393, 0.665, -0.773, -1.189, 0.689, 0.388, -1.082, -0.269, 0.398, -0.578, 0.319, 0.459, -1.496, 0.793, -1.211, -0.837, 0.396, 1.072, -0.303, -0.621, 0.297, -1.352, 0.389, 0.421, 0.316, -1.267, 0.271, 0.344, 0.471, 0.280, 0.244, 0.393, 0.525, 0.301, 0.335, 1.031, 0.047, -0.326, 0.856, 0.364, 0.353, 0.268, 0.295]}

Least stable structure: arrangement x

Arrangement w

{"formula": "C10H16N3", "method": "ωB97M-V with the def2-TZVPD basis set", "homo_ev": -13.14, "smiles": "[H]/N=C(/C[C@H]1C[C@H]1C)c1c[nH]c(C)[nH+]1", "total_charge": 1, "molar_mass_g_mol": 178.26, "symbols": ["C", "C", "C", "C", "C", "C", "C", "C", "C", "C", "N", "N", "N", "H", "H", "H", "H", "H", "H", "H", "H", "H", "H", "H", "H", "H", "H", "H", "H"], "positions_angstrom": [[-2.425, 1.356, -0.115], [-1.119, 1.016, -0.162], [-2.310, -0.865, 0.013], [3.014, -0.355, -0.844], [1.989, -0.791, 1.609], [1.301, 1.752, -0.643], [1.926, -0.945, 0.042], [1.647, 0.283, -0.882], [0.042, 1.981, 0.087], [-2.473, -2.381, -0.023], [-3.182, 0.182, 0.002], [-1.088, -0.361, -0.132], [-0.121, 3.070, 0.672], [-3.067, 2.188, -0.127], [3.858, 0.258, -0.419], [3.269, -0.916, -1.700], [3.029, -1.138, 1.897], [1.774, 0.249, 2.068], [2.258, 2.305, -0.347], [1.095, 2.046, -1.611], [1.514, -1.907, -0.403], [0.982, -0.150, -1.764], [-1.978, -2.881, -0.817], [-2.214, -2.815, 0.863], [-3.617, -2.567, -0.210], [-4.153, 0.331, 0.115], [-0.216, -0.805, -0.186], [1.317, -1.443, 1.998], [-1.052, 3.303, 1.018]], "mulliken_charge": [-0.684, 0.366, 0.498, -0.824, -1.470, -1.009, 0.225, -0.208, 0.605, -1.150, -0.058, 0.360, -0.671, 0.488, 0.278, 0.283, 0.360, 0.296, 0.253, 0.398, 0.602, 0.379, 0.372, 0.345, 0.335, 0.192, -0.210, 0.411, 0.238]}

Arrangement x

{"formula": "C10H16N3", "method": "ωB97M-V with the def2-TZVPD basis set", "homo_ev": [-13.04, -13.04], "total_charge": 1, "molar_mass_g_mol": 178.26, "symbols": ["C", "C", "C", "C", "C", "C", "C", "C", "C", "C", "N", "N", "N", "H", "H", "H", "H", "H", "H", "H", "H", "H", "H", "H", "H", "H", "H", "H", "H"], "positions_angstrom": [[-1.072, -1.714, -0.368], [2.446, 1.577, -0.465], [2.419, 1.544, 0.895], [1.152, -0.076, 0.153], [-1.898, 0.867, 0.847], [1.285, -1.247, -2.471], [-0.297, -2.489, 1.728], [-1.543, -0.335, 1.728], [1.333, 0.269, -2.240], [-0.998, -1.432, 0.968], [-1.126, -2.253, -1.369], [1.589, 0.603, -0.862], [1.706, 0.458, 1.263], [2.817, 2.351, -1.175], [3.139, 2.013, 1.548], [-2.031, 0.621, -0.182], [-1.087, 1.560, 0.928], [-2.757, 1.413, 1.259], [0.314, -1.666, -1.896], [2.056, -1.814, -1.920], [1.022, -1.463, -3.574], [-0.964, -3.285, 2.057], [0.093, -2.141, 2.665], [0.665, -2.859, 1.260], [-2.659, -0.667, 2.000], [-0.967, -0.126, 2.560], [0.347, 0.763, -2.567], [2.196, 0.761, -2.782], [1.474, 0.036, 2.254]], "mulliken_charge": [0.074, -0.083, -0.688, -0.613, -1.202, -0.577, -1.475, -0.195, -0.378, 0.706, -0.400, 0.363, 0.123, 0.367, 0.402, 0.347, 0.250, 0.410, -0.019, 0.346, 0.350, 0.408, 0.392, 0.332, 0.370, 0.468, 0.211, 0.370, 0.342]}

Least stable structure: arrangement x

Arrangement w

{"formula": "C19H25N3O4", "method": "ωB97M-V with the def2-TZVPD basis set", "homo_ev": -8.71, "smiles": "COc1ccccc1CCc1nnc(CCC(=O)NC[C@@H]2CCCO2)o1", "total_charge": 0, "molar_mass_g_mol": 359.43, "symbols": ["C", "H", "O", "C", "C", "C", "C", "C", "C", "C", "H", "H", "C", "C", "N", "N", "C", "O", "C", "C", "H", "C", "O", "N", "H", "C", "H", "H", "C", "C", "H", "C", "H", "C", "H", "H", "O", "H", "H", "H", "H", "H", "H", "H", "H", "H", "H", "H", "H", "H", "H"], "positions_angstrom": [[0.009, 1.457, 3.895], [-0.856, 2.000, 4.289], [0.217, 1.735, 2.532], [0.489, 3.023, 2.159], [0.594, 4.089, 3.042], [0.882, 5.359, 2.569], [1.066, 5.577, 1.218], [0.957, 4.514, 0.336], [0.668, 3.237, 0.783], [0.560, 2.081, -0.168], [-0.304, 1.473, 0.102], [0.426, 2.437, -1.190], [1.824, 1.210, -0.107], [1.694, 0.033, -0.994], [1.179, -0.018, -2.177], [1.231, -1.307, -2.580], [1.774, -1.987, -1.624], [2.100, -1.194, -0.580], [1.997, -3.451, -1.570], [0.889, -4.206, -2.315], [1.083, -5.276, -2.243], [-0.454, -3.913, -1.652], [-0.860, -4.547, -0.698], [-1.132, -2.895, -2.220], [-0.652, -2.324, -2.902], [-2.330, -2.337, -1.639], [-3.023, -2.061, -2.439], [-2.788, -3.110, -1.017], [-2.031, -1.081, -0.795], [-1.336, -1.425, 0.541], [-0.324, -1.029, 0.589], [-2.240, -0.785, 1.598], [-2.303, -1.372, 2.511], [-3.575, -0.706, 0.861], [-4.233, 0.086, 1.220], [-4.106, -1.668, 0.915], [-3.236, -0.403, -0.476], [-1.890, 0.219, 1.839], [-1.292, -2.506, 0.668], [-1.436, -0.390, -1.407], [0.875, -3.902, -3.360], [2.967, -3.686, -2.018], [2.023, -3.755, -0.521], [1.993, 0.858, 0.911], [2.688, 1.805, -0.416], [1.093, 4.677, -0.723], [1.290, 6.566, 0.850], [0.960, 6.177, 3.269], [0.453, 3.944, 4.102], [-0.182, 0.386, 3.951], [0.893, 1.697, 4.494]], "mulliken_charge": [-1.178, 0.417, -0.167, 0.565, -0.711, -0.601, -0.801, -0.429, 0.155, 0.088, -0.447, 0.672, -0.470, 0.555, -0.488, -0.516, 0.950, -0.393, -0.676, -0.871, 0.404, 0.491, -0.655, -0.082, 0.425, -1.242, 0.278, 0.451, 0.533, -0.333, -0.243, -0.179, 0.368, -0.724, 0.427, 0.274, -0.552, -0.179, 0.686, 0.334, 0.356, 0.322, 0.258, 0.170, 0.423, 0.407, 0.385, 0.388, 0.413, 0.282, 0.460]}

Arrangement x

{"formula": "C19H25N3O4", "method": "ωB97M-V with the def2-TZVPD basis set", "homo_ev": -8.40, "smiles": "CCOC(=O)N1CCN(CC(=O)c2ccc3c(c2)CCN3C(C)=O)CC1", "total_charge": 0, "molar_mass_g_mol": 359.43, "symbols": ["C", "C", "H", "H", "O", "C", "O", "N", "C", "H", "C", "N", "C", "C", "O", "C", "C", "C", "C", "C", "C", "H", "C", "H", "H", "C", "N", "C", "O", "C", "H", "H", "H", "H", "H", "H", "H", "H", "H", "C", "C", "H", "H", "H", "H", "H", "H", "H", "H", "H", "H"], "positions_angstrom": [[-0.032, 1.583, 2.471], [-0.777, 0.698, 3.460], [-1.827, 1.000, 3.525], [-0.317, 0.736, 4.450], [-0.711, -0.676, 3.080], [-1.564, -1.057, 2.106], [-2.386, -0.324, 1.604], [-1.440, -2.379, 1.802], [-0.237, -3.123, 2.108], [-0.510, -4.178, 2.187], [0.778, -2.925, 0.980], [0.188, -3.330, -0.286], [1.155, -3.426, -1.370], [2.223, -2.329, -1.389], [3.396, -2.612, -1.276], [1.757, -0.925, -1.430], [2.430, 0.001, -0.630], [1.998, 1.308, -0.504], [0.873, 1.693, -1.219], [0.232, 0.795, -2.077], [0.659, -0.507, -2.189], [0.165, -1.185, -2.868], [-0.924, 1.469, -2.752], [-1.857, 0.935, -2.565], [-0.775, 1.514, -3.832], [-0.935, 2.871, -2.119], [0.222, 2.923, -1.229], [0.563, 4.008, -0.470], [1.519, 4.010, 0.274], [-0.343, 5.207, -0.630], [0.027, 6.001, 0.013], [-1.362, 4.959, -0.340], [-0.347, 5.555, -1.660], [-0.859, 3.654, -2.878], [-1.852, 3.036, -1.545], [2.508, 2.008, 0.135], [3.294, -0.338, -0.078], [0.618, -3.441, -2.320], [1.687, -4.378, -1.260], [-1.031, -2.600, -0.575], [-2.034, -2.826, 0.559], [-2.274, -3.886, 0.655], [-2.944, -2.251, 0.382], [-0.869, -1.513, -0.658], [-1.446, -2.972, -1.514], [1.079, -1.864, 0.978], [1.663, -3.538, 1.158], [0.174, -2.780, 3.056], [-0.516, 1.536, 1.499], [0.998, 1.253, 2.366], [-0.036, 2.613, 2.816]], "mulliken_charge": [-0.763, -0.508, 0.351, 0.336, -0.369, 0.774, -0.667, 0.102, -1.308, 0.417, -0.068, 0.005, -1.092, 0.361, -0.601, 0.886, -1.220, -1.019, -0.243, 1.464, -0.723, 0.431, -0.743, 0.289, 0.239, -0.863, 0.206, 0.909, -0.619, -1.398, 0.358, 0.331, 0.340, 0.401, 0.406, 0.561, 0.426, 0.493, 0.375, -0.066, -1.488, 0.409, 0.496, -0.015, 0.601, 0.034, 0.501, 0.473, 0.082, 0.240, 0.478]}

Least stable structure: arrangement w

Arrangement w

{"formula": "C2H3F3OS", "method": "ωB97M-V with the def2-TZVPD basis set", "homo_ev": [-8.61, -8.61], "total_charge": 0, "molar_mass_g_mol": 132.11, "symbols": ["C", "C", "O", "F", "F", "F", "S", "H", "H", "H"], "positions_angstrom": [[-1.511, -2.018, -1.858], [1.417, 1.501, 1.641], [-1.917, -1.260, -0.923], [2.561, 1.558, 2.321], [1.556, 0.379, 0.904], [1.575, 2.595, 0.860], [-1.272, 0.064, -0.293], [-0.925, -1.625, -2.655], [0.594, 1.651, 2.303], [-2.078, -2.845, -2.301]], "mulliken_charge": [-0.114, 0.425, -0.170, -0.234, -0.182, -0.219, -0.192, 0.232, 0.194, 0.258]}

Arrangement x

{"formula": "C2H3F3OS", "method": "ωB97M-V with the def2-TZVPD basis set", "homo_ev": [-8.82, -8.65], "total_charge": 0, "molar_mass_g_mol": 132.11, "symbols": ["C", "C", "O", "F", "F", "F", "S", "H", "H", "H"], "positions_angstrom": [[-0.505, -0.783, 0.124], [-2.556, 1.807, -1.852], [-0.370, 0.221, 0.894], [-1.548, 1.473, -2.518], [-2.709, 1.032, -0.778], [-3.643, 1.668, -2.667], [0.277, 1.612, 0.517], [-0.710, -0.609, -0.928], [-2.615, 2.892, -1.577], [-1.065, -1.588, 0.707]], "mulliken_charge": [-0.206, 0.447, -0.129, -0.164, -0.202, -0.247, -0.187, 0.265, 0.174, 0.247]}

Least stable structure: arrangement w

Arrangement w

{"formula": "C2H9N2O", "method": "ωB97M-V with the def2-TZVPD basis set", "homo_ev": -15.28, "total_charge": 1, "molar_mass_g_mol": 77.11, "symbols": ["C", "N", "C", "N", "H", "H", "H", "H", "H", "H", "H", "H", "H", "O"], "positions_angstrom": [[1.291, 0.843, -0.905], [0.074, 0.025, -0.724], [-1.106, 0.562, -0.701], [-2.210, -0.067, -0.381], [2.120, 0.321, -0.444], [1.179, 1.838, -0.475], [1.520, 0.920, -1.962], [0.302, -0.888, -0.355], [-1.161, 1.590, -1.025], [-2.209, -0.939, 0.142], [-3.119, 0.362, -0.480], [2.121, -1.699, 1.818], [1.714, -0.858, 3.003], [1.463, -1.049, 2.091]], "mulliken_charge": [-0.894, -0.145, 0.197, -0.315, 0.303, 0.352, 0.350, 0.280, 0.363, 0.241, 0.256, 0.328, 0.319, -0.636]}

Arrangement x

{"formula": "C2H9N2O", "method": "ωB97M-V with the def2-TZVPD basis set", "homo_ev": -14.43, "total_charge": 1, "molar_mass_g_mol": 77.11, "symbols": ["C", "N", "C", "N", "H", "H", "H", "H", "H", "H", "H", "H", "H", "O"], "positions_angstrom": [[0.998, -1.331, 1.484], [-1.459, -0.774, -1.179], [-0.758, -0.686, -0.061], [0.082, -1.569, 0.371], [0.525, -1.508, 2.444], [1.361, -0.308, 1.462], [1.892, -1.951, 1.355], [-2.193, -0.095, -1.308], [-1.103, -1.248, -1.994], [-0.912, 0.191, 0.566], [0.152, -2.465, -0.099], [1.620, 3.928, -0.011], [1.073, 3.610, -1.386], [0.813, 3.641, -0.457]], "mulliken_charge": [-0.848, -0.342, 0.201, -0.158, 0.323, 0.343, 0.326, 0.274, 0.249, 0.357, 0.273, 0.328, 0.325, -0.650]}

Arrangement y

{"formula": "C2H9N2O", "method": "ωB97M-V with the def2-TZVPD basis set", "homo_ev": -12.94, "total_charge": 1, "molar_mass_g_mol": 77.11, "symbols": ["C", "C", "N", "N", "H", "H", "H", "H", "H", "H", "H", "H", "H", "O"], "positions_angstrom": [[1.106, -0.389, -0.562], [0.869, 0.918, -0.273], [-0.521, 1.254, 0.121], [2.267, -1.048, -0.370], [0.331, -0.902, -1.124], [1.659, 1.602, -0.005], [-0.644, 1.288, 1.134], [-1.104, 0.440, -0.134], [-0.815, 2.101, -0.360], [2.963, -0.561, 0.176], [2.215, -2.045, -0.240], [-2.631, -1.498, 1.005], [-3.082, -0.590, -0.107], [-2.614, -0.570, 0.738]], "mulliken_charge": [-0.052, -0.487, -0.202, -0.428, 0.342, 0.359, 0.364, 0.256, 0.357, 0.234, 0.263, 0.341, 0.342, -0.689]}

Least stable structure: arrangement y